{"formula": "C3H9O2P", "method": "wB97M-V/def2-TZVPD", "elements": ["H", "H", "H", "H", "O", "O", "H", "H", "C", "H", "H", "P", "H", "C", "C"], "coordinates": [[-1.5411, 1.4086, -1.6740], [-1.3305, -0.1474, -2.2359], [-1.0751, 0.9508, 0.6387], [1.8814, -1.2797, 1.2309], [0.9629, 1.9788, -1.4617], [1.8418, 0.8777, 0.7381], [-0.6282, -0.8392, 0.2134], [-2.5981, 0.3133, -0.9176], [1.7883, -0.1192, 1.7066], [0.7743, -0.1456, 2.2219], [2.5453, 0.1136, 2.4878], [1.0157, 0.6915, -0.7130], [1.7643, -0.4692, -1.3184], [-1.6138, 0.4397, -1.3383], [-0.6666, 0.2179, -0.2559]], "forces_ev_per_a": [[0.2, 2.5, -0.6], [-0.9, -0.2, 0.5], [1.7, -1.7, -1.8], [0.2, 3.0, 1.3], [0.6, -1.4, 0.3], [-0.7, 0.0, -2.1], [-0.4, 1.5, -0.9], [-0.6, -0.5, -0.6], [-1.1, -3.1, 0.4], [1.1, 0.1, -0.5], [-0.3, -0.5, -0.8], [1.0, 1.3, 1.1], [-1.0, 1.2, 0.6], [-0.4, -2.0, -1.3], [0.6, -0.3, 4.5]], "e_lumo_ev": 0.821, "gap_ev": 11.2, "multiplicity": 1, "total_charge": 0, "de_lowest_ev": 0.5558}